Entry 1:
Entry from the OMol25 dataset: a molecular structure, C51H51AsCuN2O11PSi (ωB97M-V/def2-TZVPD).

The geometry in XYZ format:
```
119
Properties=species:S:1:pos:R:3:forces:R:3:mulliken_spin:R:1
Cu 0.275718 0.258819 -0.070821 -0.059 -0.955 0.524 0.772
C 5.117303 -3.447518 1.109968 0.007 0.018 0.005 0.009
C 4.020581 -3.522780 1.956753 -0.021 0.010 0.010 -0.006
C 2.758014 -3.178650 1.496203 -0.006 0.013 0.015 0.006
C 2.575880 -2.761286 0.179070 0.015 0.067 0.050 0.011
C 3.686889 -2.648205 -0.650049 -0.027 0.005 0.002 0.013
C 4.947694 -3.002292 -0.191744 0.010 0.023 0.005 -0.004
As 0.797728 -2.162719 -0.345426 0.000 -0.088 -0.187 0.051
C 0.493302 -2.909498 -2.127634 -0.044 -0.013 0.048 -0.001
C 1.290627 -2.535491 -3.208018 0.001 0.046 -0.008 0.008
C 1.005806 -2.983245 -4.489710 0.008 0.002 0.006 -0.006
C -0.096836 -3.795261 -4.714629 -0.015 -0.010 0.010 0.006
C -0.920392 -4.138159 -3.653144 0.012 0.007 -0.013 -0.003
C -0.632354 -3.693426 -2.370007 0.001 -0.020 -0.010 0.007
C -0.295625 -3.362449 0.712946 -0.025 0.043 -0.032 0.041
C -0.069003 -4.736377 0.668630 0.030 -0.003 0.035 -0.015
C -0.863663 -5.596571 1.409574 -0.007 -0.006 0.005 0.001
C -1.889727 -5.086167 2.196689 -0.004 0.012 0.011 0.000
C -2.114415 -3.719199 2.242392 -0.002 0.006 -0.020 0.000
C -1.317841 -2.853561 1.501828 0.008 -0.016 0.019 0.012
H 6.103837 -3.710678 1.470230 0.003 -0.002 0.003 0.001
H 4.146231 -3.839175 2.984905 -0.002 -0.003 -0.001 0.000
H 1.913704 -3.211591 2.172712 -0.015 -0.019 -0.003 0.002
H 3.591710 -2.259932 -1.653227 -0.029 -0.024 -0.053 -0.001
H 5.802820 -2.900121 -0.847417 -0.001 0.001 -0.003 0.000
H 2.126812 -1.863596 -3.067849 0.038 0.009 0.030 0.008
H 1.640882 -2.684235 -5.314433 0.000 -0.003 -0.001 0.000
H -0.321476 -4.144248 -5.714864 0.000 0.004 -0.001 0.001
H -1.801349 -4.745399 -3.819264 -0.001 -0.001 0.002 0.000
H -1.300134 -3.953506 -1.558344 0.011 0.001 -0.031 0.002
H 0.730685 -5.135154 0.054483 0.005 0.001 0.000 0.001
H -0.682892 -6.663784 1.373618 0.000 0.000 0.000 0.000
H -2.510456 -5.758002 2.776898 -0.002 0.000 -0.002 0.000
H -2.909004 -3.315936 2.857701 0.002 0.003 -0.001 0.000
H -1.476114 -1.786871 1.537862 -0.005 0.013 0.010 -0.015
C 1.314507 3.675715 2.690774 -0.007 0.018 0.013 0.002
C 0.361871 3.546811 1.512805 0.003 -0.037 -0.033 -0.002
C -1.044849 3.248901 1.992143 0.004 -0.006 0.005 -0.004
C 0.413015 4.775451 0.618303 0.019 -0.008 0.018 0.002
O 0.745349 2.356419 0.724023 0.055 0.191 -0.119 -0.014
P 2.079392 2.220145 -0.189508 0.175 0.189 -0.119 0.020
O 3.254989 2.949049 0.303672 -0.011 -0.030 0.089 0.007
O 2.124459 0.696309 -0.344463 -0.117 0.222 -0.142 0.037
O 1.518826 2.811822 -1.577410 -0.130 0.056 0.011 -0.005
C 2.046655 2.437653 -2.876671 0.080 0.020 0.015 0.000
C 1.815148 3.657109 -3.756035 0.050 -0.019 0.022 0.000
C 1.252035 1.244602 -3.391882 -0.008 -0.037 -0.027 0.007
C 3.535258 2.118823 -2.792056 0.039 -0.011 -0.022 0.002
H 1.068121 4.586353 3.241675 -0.003 -0.005 0.012 0.000
H 2.346152 3.737412 2.346664 -0.006 0.000 0.007 0.000
H 1.193939 2.826456 3.362824 0.003 0.008 -0.005 0.000
H -1.399099 4.075198 2.612063 0.001 -0.008 0.003 0.000
H -1.044136 2.338979 2.592701 -0.008 0.004 0.004 0.001
H -1.734739 3.129129 1.155465 -0.009 -0.005 -0.020 0.001
H 0.055099 5.638459 1.182476 0.006 -0.001 0.000 0.000
H -0.222836 4.644444 -0.256125 -0.036 -0.009 -0.049 0.000
H 1.433300 4.973089 0.287170 -0.003 -0.001 -0.004 0.000
H 0.759086 3.921468 -3.755155 -0.076 0.024 0.010 0.000
H 2.120156 3.443304 -4.782277 0.001 0.004 0.005 0.000
H 2.393313 4.504302 -3.384479 -0.009 -0.005 0.000 0.000
H 0.204459 1.511840 -3.542752 -0.015 0.004 0.033 0.002
H 1.306844 0.415710 -2.685357 0.026 0.038 -0.001 -0.010
H 1.667382 0.902694 -4.343121 -0.032 0.025 -0.026 0.000
H 4.059864 2.898340 -2.239064 0.004 0.003 -0.029 0.000
H 3.948689 2.060502 -3.800528 0.002 -0.035 -0.010 0.000
H 3.708979 1.168790 -2.284400 0.012 0.024 0.004 0.000
O -1.488765 -0.260635 -0.254955 0.050 0.472 -0.234 0.023
Si -2.967191 0.206798 -0.644070 -0.046 -0.118 0.156 0.011
C -3.876080 0.697290 0.927872 -0.015 0.019 -0.012 -0.001
C -5.178287 1.204909 0.921023 0.010 -0.009 -0.004 0.000
C -5.812790 1.571390 2.098858 -0.003 -0.009 0.001 0.000
C -5.147345 1.441573 3.312657 -0.001 0.003 0.000 0.000
C -3.851717 0.947186 3.340980 -0.021 -0.001 0.017 0.000
C -3.224944 0.576897 2.157374 0.019 0.005 -0.045 -0.004
C -3.062825 1.653670 -1.851988 0.035 0.000 0.022 0.009
C -2.140777 2.700404 -1.774513 0.013 -0.005 -0.052 -0.015
C -2.250730 3.822317 -2.584110 0.031 -0.006 -0.017 0.001
C -3.284966 3.916396 -3.505353 0.003 0.004 -0.003 0.000
C -4.204911 2.883526 -3.609808 -0.014 -0.003 0.011 0.000
C -4.092954 1.768723 -2.788913 -0.021 -0.012 0.008 0.000
C -3.896359 -1.216658 -1.457793 -0.024 -0.030 0.009 0.001
C -4.903045 -1.923201 -0.798119 0.005 -0.010 -0.006 0.001
C -5.549544 -2.994450 -1.403442 0.003 -0.001 0.008 0.000
C -5.199257 -3.378813 -2.689338 0.003 0.000 -0.009 0.001
C -4.195548 -2.693859 -3.362830 0.004 -0.006 0.014 0.000
C -3.553511 -1.628528 -2.749246 0.017 -0.001 0.004 0.000
H -5.705125 1.321813 -0.021794 -0.003 0.006 -0.002 0.000
H -6.822379 1.964288 2.073048 -0.001 0.001 -0.002 0.000
H -5.637608 1.734938 4.233325 -0.002 -0.001 0.002 0.000
H -3.315519 0.860326 4.278148 0.017 -0.009 -0.008 0.000
H -2.201593 0.218394 2.191868 0.011 -0.004 0.037 -0.002
H -1.314715 2.642663 -1.074579 0.039 -0.010 0.045 0.015
H -1.528526 4.624172 -2.496380 0.051 0.017 0.001 0.000
H -3.371180 4.790050 -4.140140 0.000 -0.001 0.002 0.000
H -5.012077 2.945716 -4.330045 0.002 0.000 0.000 0.000
H -4.821655 0.970547 -2.884943 0.012 -0.003 0.005 0.000
H -5.184739 -1.633784 0.208494 -0.006 0.008 -0.003 0.000
H -6.325942 -3.529425 -0.869757 -0.002 -0.001 -0.001 0.000
H -5.704442 -4.210605 -3.165653 0.001 -0.003 0.000 0.000
H -3.910452 -2.992785 -4.364580 0.000 0.002 -0.002 0.000
H -2.763260 -1.110501 -3.284630 -0.011 0.009 -0.006 0.000
O 0.060377 0.557771 3.866159 0.032 -0.133 -0.037 0.001
C 0.899405 0.085630 3.090180 -0.023 0.303 0.144 0.002
O 0.704271 -0.545773 2.016882 -0.251 -0.117 -0.278 0.017
C 2.368159 0.329105 3.423253 0.035 0.026 0.101 -0.004
C 3.339601 0.220224 2.436780 0.080 -0.111 -0.002 0.002
C 4.652193 0.516238 2.758003 0.034 -0.424 0.142 0.001
C 5.049444 0.892233 4.025119 -0.007 -0.041 -0.006 0.000
C 4.057065 0.970540 4.984751 0.032 -0.058 0.030 0.000
C 2.726640 0.711382 4.708126 0.030 -0.008 -0.046 0.001
N 4.443048 1.360104 6.352858 -0.080 0.333 -0.115 0.000
O 3.581654 1.352299 7.208588 0.020 -0.108 0.045 0.000
O 5.594008 1.707543 6.539972 0.040 -0.125 0.041 0.000
N 5.683846 0.427080 1.704302 -0.304 1.605 -0.364 0.000
O 6.818244 0.758509 2.005792 0.179 -0.553 0.139 0.000
O 5.308654 0.232143 0.570070 0.086 -0.623 0.094 0.001
H 3.066456 -0.065444 1.428912 0.040 0.001 0.088 -0.003
H 6.078862 1.115169 4.251862 0.003 -0.003 0.006 0.000
H 1.962660 0.815488 5.464365 -0.002 -0.005 0.009 0.000
```
Forces are in eV/Å.

Values from the calculation:
2S+1: 2
Frontier orbital gap (alpha / beta): 7.92 / 7.74 eV
Lowest unoccupied orbital energy (alpha / beta): 1.77 / 1.31 eV
Expectation value of S²: 0.754
Charge: -1
Total energy: -7418.47904 a.u.



Entry 2:
Entry from the OMol25 dataset: a molecular structure, C51H51Cl2IN2O3S2Sb2V (ωB97M-V/def2-TZVPD).

The geometry in XYZ format:
```
115
Properties=species:S:1:pos:R:3:forces:R:3:mulliken_spin:R:1
V 0.816661 0.989582 0.830036 0.227 0.046 0.140 2.865
C 2.467447 -3.017269 2.935706 -0.015 0.021 -0.029 0.003
C 3.301422 -1.774412 2.971489 0.007 -0.025 0.006 0.001
N 4.544286 -1.885279 3.366363 0.019 0.000 -0.022 0.001
C 5.307924 -0.778801 3.487102 -0.024 0.009 -0.016 0.006
C 4.827303 0.484077 3.279889 -0.005 0.004 0.004 -0.001
C 5.715904 1.669942 3.542731 0.010 -0.014 0.011 0.002
O 5.341946 2.389540 4.719251 0.004 0.011 -0.009 0.000
C 3.488737 0.637006 2.837519 0.019 -0.041 0.041 0.011
C 2.904844 1.958087 2.841965 -0.102 -0.147 0.154 0.027
N 1.788963 2.255361 2.281801 -0.079 -0.139 -0.520 0.038
C 1.200978 3.504164 2.597120 0.046 0.111 0.023 0.012
C 1.483990 4.638563 1.842326 -0.009 -0.010 -0.033 -0.026
C 0.870814 5.843795 2.140541 0.019 0.020 -0.007 -0.001
C -0.036734 5.925387 3.188634 -0.015 0.004 0.021 0.002
C -0.324774 4.800711 3.947249 -0.003 0.012 -0.002 0.002
C 0.295753 3.593654 3.652284 0.027 -0.002 0.020 -0.038
I -0.102721 1.901653 4.809107 0.005 0.012 0.092 0.002
C 2.703358 -0.515614 2.594170 0.020 0.042 0.062 0.024
O 1.510513 -0.510004 2.092318 -0.053 0.052 -0.053 0.003
H 3.111435 -3.885193 2.808810 -0.001 -0.004 0.017 0.000
H 1.720899 -2.974165 2.148042 0.025 -0.024 0.020 0.000
H 1.922996 -3.125381 3.877969 -0.036 0.005 -0.009 0.000
H 6.339291 -0.938781 3.782480 -0.003 0.005 0.004 0.001
H 5.665485 2.395381 2.729546 -0.001 -0.001 0.002 0.000
H 6.753097 1.329915 3.616584 -0.005 0.001 -0.005 0.000
H 5.276851 1.755760 5.441455 -0.006 -0.009 0.003 0.000
H 3.397202 2.706004 3.464669 0.024 0.013 -0.030 0.009
H 2.167864 4.550392 1.008232 0.001 0.005 0.007 0.007
H 1.099062 6.718967 1.546338 -0.001 -0.004 0.000 0.000
H -0.518451 6.865846 3.422917 0.002 -0.002 -0.002 0.000
H -1.021105 4.858362 4.772997 0.001 0.000 0.001 0.000
C 0.446940 -3.327017 -0.277858 0.022 -0.009 0.068 -0.012
C 0.401307 -3.562983 -1.795502 -0.139 0.025 -0.043 0.003
C 1.339204 -2.675184 -2.615539 0.060 0.059 -0.006 0.000
Sb 0.724722 -0.719943 -3.370949 -0.107 0.045 -0.053 -0.003
C 0.661543 -1.371843 -5.427080 0.057 -0.042 0.041 0.000
C -0.459853 -1.265849 -6.245332 0.033 0.044 0.007 0.000
C -0.407652 -1.656918 -7.577464 -0.005 -0.006 -0.019 0.000
C 0.768518 -2.158599 -8.114255 0.001 0.005 -0.003 0.000
C 1.898056 -2.257922 -7.314442 0.008 -0.004 -0.014 0.000
C 1.842286 -1.860489 -5.986219 -0.002 -0.016 0.030 0.000
C -1.404485 -0.798370 -3.104315 0.062 0.020 -0.032 0.012
C -2.201520 -1.871782 -3.503009 0.017 -0.102 -0.102 -0.006
C -3.584126 -1.801392 -3.423072 0.001 -0.039 0.011 0.000
C -4.193760 -0.647884 -2.949999 0.030 0.050 -0.051 0.000
C -3.414676 0.431221 -2.558418 0.029 0.002 -0.013 0.011
C -2.028004 0.355633 -2.631235 -0.038 -0.085 0.063 0.006
Sb -0.955945 -1.895155 0.529055 0.272 0.099 -0.420 0.124
C -2.734248 -2.878075 -0.163458 -0.028 0.056 0.071 0.005
C -2.749567 -4.177911 -0.662188 0.005 -0.056 0.027 0.000
C -3.938534 -4.773156 -1.062578 0.009 -0.004 0.016 0.000
C -5.136800 -4.081159 -0.951739 -0.010 0.021 0.009 0.000
C -5.138825 -2.791824 -0.440523 -0.005 -0.049 0.009 0.000
C -3.944323 -2.197835 -0.058410 0.024 0.044 0.014 0.003
C -1.124040 -2.613262 2.532341 0.004 0.062 0.021 0.000
C -0.929392 -3.935215 2.915151 -0.069 -0.038 -0.046 -0.008
C -1.083567 -4.317285 4.240674 0.010 -0.013 0.000 0.000
C -1.439650 -3.378643 5.199269 -0.003 0.010 0.008 0.000
C -1.641751 -2.057223 4.827611 -0.006 -0.011 0.024 0.004
C -1.481657 -1.679818 3.501488 0.089 0.024 0.002 0.013
H 1.435725 -2.963302 0.012596 -0.016 -0.040 0.001 -0.001
H 0.299225 -4.272848 0.247449 -0.032 0.037 0.039 0.002
H -0.625575 -3.487650 -2.165941 0.120 -0.013 0.018 -0.003
H 0.698875 -4.602125 -1.969576 0.002 -0.008 -0.010 0.000
H 1.641298 -3.195012 -3.527080 -0.022 -0.018 0.018 0.000
H 2.253259 -2.486321 -2.045865 -0.001 -0.014 -0.024 0.000
H -1.387391 -0.875090 -5.847844 -0.038 0.009 0.014 0.000
H -1.291300 -1.568892 -8.197627 -0.002 0.001 0.004 0.000
H 0.807306 -2.464588 -9.151918 -0.001 -0.001 0.001 0.000
H 2.823877 -2.639724 -7.726642 0.002 0.001 0.005 0.000
H 2.740846 -1.934950 -5.380558 0.004 -0.008 -0.005 0.000
H -1.747729 -2.768674 -3.919390 -0.025 0.107 0.071 0.000
H -4.182291 -2.652869 -3.722820 -0.020 0.019 -0.005 0.000
H -5.274059 -0.589170 -2.893539 0.012 -0.009 0.005 0.000
H -3.886734 1.344748 -2.216712 -0.017 0.030 0.024 0.001
H -1.420602 1.201000 -2.325439 0.011 0.030 0.004 -0.018
H -1.828922 -4.744607 -0.740571 -0.026 0.000 -0.003 0.000
H -3.930027 -5.783038 -1.453778 0.002 -0.001 -0.001 0.000
H -6.064053 -4.547441 -1.259932 -0.003 0.001 0.003 0.000
H -6.069449 -2.244813 -0.349177 -0.002 0.000 -0.002 0.000
H -3.960751 -1.177580 0.311882 0.006 -0.015 0.011 -0.003
H -0.653896 -4.684903 2.181724 -0.008 0.002 0.001 0.000
H -0.923404 -5.349610 4.525951 -0.001 0.001 0.001 0.000
H -1.557240 -3.676768 6.233314 0.000 -0.001 -0.001 0.000
H -1.917917 -1.319504 5.571926 0.002 0.001 -0.002 0.000
H -1.605523 -0.636789 3.226448 0.008 0.010 0.001 -0.009
Cl 2.928052 0.267524 -0.536469 -0.033 0.049 0.131 0.020
C 3.400875 1.755514 -1.337130 -0.002 0.053 -0.058 -0.010
C 4.717167 1.826284 -1.755156 -0.009 -0.040 0.020 -0.005
C 5.166659 2.975031 -2.380973 -0.003 0.026 -0.012 0.004
C 4.289028 4.031121 -2.568888 0.006 0.003 -0.004 -0.003
C 2.978597 3.929696 -2.138861 -0.006 -0.063 0.020 0.000
Cl 1.944402 5.302502 -2.393056 -0.005 0.019 -0.010 0.000
C 2.461423 2.781991 -1.505982 0.012 0.047 -0.020 0.022
S 0.799363 2.696751 -0.996026 -0.064 -0.212 0.089 0.006
H 5.376605 0.986570 -1.583092 0.001 0.001 -0.003 0.000
H 6.192120 3.050137 -2.714777 0.001 -0.002 0.001 0.000
H 4.613149 4.944561 -3.047839 0.005 -0.003 0.000 0.000
C -2.533601 3.837469 -0.613642 0.026 -0.080 0.013 -0.001
C -2.147038 3.994720 0.845451 -0.010 0.016 0.002 0.009
S -2.150594 2.470997 1.809283 -0.006 0.161 -0.098 -0.018
O -1.153091 1.589267 1.093576 -0.126 -0.220 0.227 -0.100
C -3.713721 1.729199 1.333298 0.034 -0.053 0.002 0.006
C -4.908071 2.543174 1.799422 -0.027 0.025 -0.037 0.000
H -2.292829 4.753019 -1.153300 0.018 -0.010 0.006 0.000
H -3.600173 3.644534 -0.733812 -0.015 0.004 -0.017 0.000
H -1.961501 3.029637 -1.074514 -0.065 0.067 0.021 0.002
H -2.765234 4.711370 1.389489 -0.034 0.006 0.005 0.002
H -1.105943 4.317726 0.943922 -0.038 -0.003 0.002 -0.002
H -3.679710 0.749275 1.814968 -0.028 0.004 0.010 0.000
H -3.678956 1.568406 0.254446 -0.006 0.030 0.012 -0.003
H -4.925682 3.530761 1.337371 -0.014 -0.002 0.002 0.000
H -4.906071 2.669085 2.882429 0.010 0.010 0.001 0.000
H -5.830210 2.032834 1.523338 -0.001 -0.003 0.016 0.000
```
Forces are in eV/Å.

Values from the calculation:
2S+1: 4
Frontier orbital gap (alpha / beta): 6.94 / 7.50 eV
Lowest unoccupied orbital energy (alpha / beta): 0.14 / 0.08 eV
Expectation value of S²: 3.758
Total energy: -5748.21381 a.u.



Relative energy (zero: lowest compared OMol25 entry of this formula, charge and spin) for every record listed, in sequence, given in kJ/mol: 15.5 0.0.